Here is 11 unconnected molecules or ions with the total composition C66H154 at a distorted geometry from the OMol25 dataset. Energies are from ωB97M-V/def2-TZVPD.

The geometry in XYZ format:
```
220
Properties=species:S:1:pos:R:3
C 7.9317 -10.2864 27.4253
C 7.0332 -9.5631 26.4311
C 5.5351 -9.4794 26.8732
C 4.5847 -9.0667 25.7609
C 3.1250 -8.9033 26.2012
C 2.5434 -10.1853 26.8313
H 7.8818 -9.8307 28.4156
H 8.9669 -10.1325 27.1461
H 7.6130 -11.3093 27.5492
H 7.3995 -8.5571 26.2154
H 7.1179 -10.0644 25.4574
H 5.3530 -8.7900 27.6922
H 5.1117 -10.4302 27.2002
H 4.8039 -8.0818 25.3493
H 4.6050 -9.7813 24.9441
H 3.0221 -8.0571 26.8888
H 2.5371 -8.5609 25.3503
H 2.6844 -11.0294 26.1540
H 2.9559 -10.3598 27.8211
H 1.4477 -10.1791 26.8867
C -3.4945 -16.3199 22.3678
C -2.7916 -17.0306 23.5292
C -2.0736 -16.0720 24.4646
C -1.2239 -14.9873 23.7890
C -0.2203 -14.2517 24.7072
C 0.5511 -13.1390 24.0029
H -2.7082 -15.9058 21.7374
H -4.0478 -15.4782 22.7833
H -4.1311 -16.9713 21.7655
H -3.4813 -17.6109 24.1512
H -2.1013 -17.7805 23.1298
H -1.4251 -16.6036 25.1740
H -2.8352 -15.6062 25.0853
H -0.6550 -15.3916 22.9509
H -1.8107 -14.1763 23.3462
H -0.6738 -13.8639 25.6202
H 0.3925 -15.0712 25.0948
H 1.0797 -13.4237 23.0943
H -0.1401 -12.3338 23.7309
H 1.3348 -12.7193 24.6350
C -5.0520 -8.4051 26.3697
C -5.9224 -9.1277 27.3711
C -5.0573 -9.7665 28.4559
C -5.8284 -10.5947 29.5626
C -5.0309 -10.8625 30.7981
C -5.7480 -11.5467 31.9815
H -5.5866 -7.9844 25.5122
H -4.2087 -8.9603 25.9447
H -4.5271 -7.5242 26.7734
H -6.6406 -8.4579 27.8469
H -6.5089 -9.8495 26.8044
H -4.4769 -9.0050 28.9727
H -4.2982 -10.3686 27.9512
H -6.7199 -10.0139 29.7857
H -6.1682 -11.4850 29.0260
H -4.1966 -11.5352 30.5934
H -4.6524 -9.9467 31.2496
H -6.5546 -10.8969 32.3091
H -6.2006 -12.4838 31.6614
H -5.0891 -11.7495 32.8200
C -4.6412 -12.1906 22.6889
C -3.9294 -11.2006 23.6151
C -2.5258 -10.7353 23.0580
C -2.5371 -9.5843 22.0844
C -1.1330 -9.0965 21.7300
C -1.0715 -7.7110 21.1358
H -4.1241 -13.1312 22.4742
H -4.8290 -11.7698 21.7054
H -5.5561 -12.5937 23.1398
H -4.5872 -10.3369 23.7525
H -3.8064 -11.7164 24.5687
H -2.0171 -11.5991 22.6238
H -1.9013 -10.5173 23.9260
H -3.1009 -9.7916 21.1754
H -3.0927 -8.7686 22.5515
H -0.5038 -9.0404 22.6156
H -0.6760 -9.8034 21.0440
H -0.1259 -7.5631 20.6171
H -1.7835 -7.5740 20.3116
H -1.2999 -6.8642 21.7784
C 2.1988 -15.5767 32.8552
C 1.7590 -14.1558 32.9495
C 1.2410 -13.5477 31.6560
C 0.4161 -12.3032 31.8122
C 0.2569 -11.5004 30.5424
C -0.6177 -10.2490 30.6509
H 3.1128 -15.7046 32.2756
H 1.4685 -16.1709 32.3029
H 2.3576 -15.9718 33.8560
H 0.9300 -13.9999 33.6477
H 2.5175 -13.5361 33.4425
H 0.6711 -14.3082 31.1194
H 2.1014 -13.2307 31.0689
H -0.5316 -12.6515 32.2271
H 0.8544 -11.6630 32.5814
H 1.2396 -11.2137 30.1796
H -0.1542 -12.1482 29.7597
H -1.6907 -10.4585 30.7340
H -0.3556 -9.7194 31.5677
H -0.5320 -9.5711 29.8043
C -3.4893 -13.2326 28.6943
C -2.5526 -14.2014 27.9808
C -1.9858 -15.3244 28.8513
C -1.1550 -16.3179 28.0932
C -0.5336 -17.4143 28.9304
C 0.3745 -18.4348 28.2467
H -4.3769 -13.7356 29.0777
H -3.7675 -12.3512 28.1157
H -2.9118 -12.7567 29.4904
H -3.1934 -14.6486 27.2210
H -1.6816 -13.6821 27.5814
H -2.7814 -15.8833 29.3320
H -1.2920 -14.8717 29.5595
H -1.8559 -16.7428 27.3705
H -0.4566 -15.7491 27.4850
H -0.0417 -16.8451 29.7283
H -1.3264 -17.9336 29.4884
H 1.2651 -17.9805 27.8221
H 0.5860 -19.2580 28.9241
H -0.0886 -18.9327 27.3942
C 2.8802 -4.7980 27.9331
C 1.8526 -3.8806 28.6043
C 1.0479 -4.3992 29.7667
C -0.0751 -5.3589 29.3486
C -1.1707 -5.6396 30.3560
C -2.1619 -6.6597 29.8531
H 3.4071 -4.3597 27.0923
H 2.3718 -5.6982 27.5682
H 3.5988 -5.1479 28.6797
H 2.3459 -2.9892 28.9799
H 1.1559 -3.5612 27.8328
H 0.5915 -3.5625 30.2921
H 1.6864 -5.0215 30.3890
H -0.4935 -4.9124 28.4388
H 0.3174 -6.3159 29.0043
H -0.7281 -5.9731 31.3043
H -1.6326 -4.6771 30.5704
H -2.5872 -6.2348 28.9421
H -1.6105 -7.5805 29.6512
H -2.9799 -6.9222 30.5305
C -4.6561 -4.8606 25.7458
C -3.4062 -4.4079 25.0418
C -2.4458 -3.5444 25.8794
C -2.9997 -2.1732 26.2192
C -1.9615 -1.2081 26.8091
C -0.9124 -0.7860 25.7422
H -5.2327 -5.6191 25.2201
H -5.3094 -4.0185 25.9975
H -4.3183 -5.2734 26.6930
H -2.7726 -5.2099 24.6386
H -3.7072 -3.8616 24.1428
H -1.5373 -3.5235 25.2818
H -2.2516 -4.0563 26.8254
H -3.4300 -1.7566 25.3026
H -3.8711 -2.2410 26.8739
H -2.5070 -0.3239 27.1361
H -1.4818 -1.6369 27.6846
H -0.2838 0.0698 25.9904
H -0.2292 -1.6233 25.5772
H -1.4682 -0.5550 24.8345
C 1.0117 -5.1966 24.6228
C 0.1164 -6.4161 24.4264
C -0.2404 -7.1254 25.7059
C -0.8584 -8.5243 25.6198
C -1.2034 -9.1081 27.0210
C -1.5788 -10.5414 27.0237
H 1.9823 -5.5114 25.0198
H 0.5809 -4.5162 25.3613
H 1.2159 -4.7306 23.6615
H -0.8178 -6.2057 23.8990
H 0.5748 -7.1363 23.7372
H -0.9086 -6.3952 26.1814
H 0.6059 -7.1980 26.3921
H -1.7225 -8.4915 24.9588
H -0.0705 -9.1402 25.1657
H -0.3829 -8.9286 27.7220
H -2.0110 -8.4664 27.3730
H -0.7827 -11.1739 26.6206
H -1.7442 -10.9147 28.0396
H -2.4317 -10.7544 26.3776
C -2.4262 -4.0902 16.6833
C -1.4360 -4.4215 17.7614
C -1.2385 -3.2913 18.7967
C -0.1537 -3.5780 19.8045
C 0.0258 -2.5732 20.9302
C -1.1957 -2.5284 21.8776
H -2.5150 -4.9358 16.0028
H -2.1277 -3.1788 16.1669
H -3.4000 -3.8732 17.1130
H -1.7361 -5.2533 18.3935
H -0.4394 -4.5906 17.3574
H -2.1834 -3.1162 19.3164
H -1.0357 -2.3646 18.2570
H -0.3775 -4.5652 20.2178
H 0.7759 -3.5951 19.2464
H 0.9633 -2.7747 21.4543
H 0.0540 -1.5342 20.5761
H -1.2691 -3.5038 22.3680
H -0.9980 -1.8598 22.7161
H -2.1532 -2.3570 21.3884
C 1.9787 -11.5394 20.9646
C 2.8453 -11.0620 22.1301
C 3.5143 -9.6971 21.8870
C 2.5772 -8.4939 21.8582
C 3.2535 -7.1604 21.5078
C 4.3102 -6.7637 22.5363
H 1.0126 -11.0360 20.9440
H 1.7702 -12.6089 21.0079
H 2.4287 -11.2592 20.0159
H 2.2729 -11.0226 23.0659
H 3.5941 -11.8436 22.2524
H 4.0089 -9.7252 20.9096
H 4.3458 -9.5171 22.5690
H 1.7574 -8.6131 21.1497
H 2.1766 -8.4196 22.8728
H 3.7385 -7.2181 20.5357
H 2.4620 -6.4104 21.4810
H 4.7553 -5.7832 22.3182
H 3.8667 -6.6163 23.5163
H 5.1820 -7.4162 22.5577
```

Output
Energy relative to the best compared isomer or geometry (same formula, charge and spin)   0.0 kcal/mol
Orbital gap   11.446 eV
Largest force on an atom   2.174 eV Å⁻¹
DFT total energy   -70941.2115 eV